[1]
Formula: C54H48F6N6O30
Source: OMol25
Level of theory: ωB97M-V/def2-TZVPD

Structure (XYZ):
```
144
C54H48F6N6O30 | OMol25 | ωB97M-V/def2-TZVPD
O -0.02607 -2.03878 5.58666
N 0.75136 -2.27266 4.67320
O 0.54680 -1.99400 3.49852
C 1.96094 -2.97661 5.04132
C 2.08520 -3.48070 6.32259
C 3.25680 -4.12381 6.72107
C 4.29879 -4.26118 5.82500
C 4.20394 -3.77664 4.56521
C 3.01127 -3.16623 4.13668
H 1.21300 -3.25729 6.96229
H 3.36216 -4.42153 7.70172
H 5.23319 -4.67174 6.19272
H 4.99058 -3.82482 3.88759
H 2.97796 -2.67649 3.16445
O 0.92058 -4.15464 -2.91676
N 1.07834 -5.31916 -2.58343
O 1.31743 -6.27265 -3.34042
C 1.31223 -5.58356 -1.11277
C 1.20158 -4.58696 -0.16954
C 1.36918 -4.86566 1.16879
C 1.47951 -6.19993 1.58554
C 1.47022 -7.19721 0.63406
C 1.45692 -6.94230 -0.73907
H 1.00484 -3.58391 -0.48503
H 1.22595 -4.04635 1.84319
H 1.66200 -6.47588 2.61810
H 1.54964 -8.14973 1.01186
H 1.61573 -7.66703 -1.53604
O -4.34714 0.84387 -0.13175
N -4.63790 -0.27804 0.22490
O -4.12090 -1.28538 -0.08390
C -5.77674 -0.33967 1.21928
C -6.09827 -1.47906 1.94167
C -7.15594 -1.39855 2.90119
C -7.94533 -0.27697 2.95014
C -7.65709 0.89097 2.19487
C -6.57471 0.80361 1.32489
H -5.61228 -2.44054 1.76235
H -7.46523 -2.32884 3.38022
H -8.73611 -0.28805 3.66546
H -8.21756 1.74722 2.17747
H -6.45330 1.66825 0.65682
O 2.44265 3.10666 3.95272
N 1.40643 2.42758 3.92407
O 1.37371 1.21104 4.20111
C 0.17086 2.99031 3.43546
C -0.17840 4.27267 3.73288
C -1.46409 4.76099 3.56777
C -2.44995 3.84412 3.14637
C -2.12576 2.52701 2.82622
C -0.79644 2.06669 2.95609
H 0.68639 4.87283 4.07472
H -1.65546 5.85684 3.78619
H -3.44793 4.18330 2.95510
H -2.90022 1.85091 2.44807
H -0.42461 1.13865 2.71386
O 3.42014 2.54061 -4.48117
N 2.66901 3.42514 -4.11641
O 2.98963 4.27622 -3.27983
C 1.35368 3.64521 -4.81462
C 1.02104 2.89784 -5.87058
C -0.19698 3.17044 -6.48164
C -1.01798 4.13168 -5.94441
C -0.69044 4.91716 -4.86757
C 0.55683 4.65227 -4.31163
H 1.65220 2.09520 -6.29263
H -0.57315 2.53309 -7.30005
H -1.99381 4.32702 -6.29550
H -1.34169 5.65013 -4.33583
H 1.02343 5.22671 -3.53357
O 7.41418 -3.13919 2.60522
N 7.31073 -2.03496 3.11220
O 8.03218 -1.57319 3.96023
C 6.12989 -1.21824 2.73626
C 5.72561 -0.18356 3.54332
C 4.61116 0.59381 3.14826
C 3.93620 0.26573 2.00766
C 4.22761 -0.87408 1.28423
C 5.41084 -1.56621 1.58558
H 6.32591 -0.06142 4.46982
H 4.36647 1.45949 3.75232
H 3.07832 0.93175 1.85239
H 3.74336 -1.05850 0.33939
H 5.67134 -2.52201 1.08191
O 1.35070 2.30553 -2.08039
C 0.71143 1.42842 -1.71049
O 0.06523 0.46057 -2.41937
C -0.51568 -0.57564 -1.54863
C -0.05197 -0.10643 -0.20518
F 0.99117 -0.99008 0.29309
O 0.54217 1.18642 -0.38797
H -1.58987 -0.68523 -1.64750
H -0.19494 -1.58237 -1.81134
H -0.74967 -0.06300 0.67019
O 0.51981 -0.87573 -7.98813
C 0.49732 -1.24584 -6.87425
O 1.38088 -0.95451 -5.91034
C 1.16633 -1.87859 -4.82157
C -0.30288 -2.30641 -5.04476
F -1.11863 -1.41752 -4.40094
O -0.45488 -2.21872 -6.43612
H 1.72229 -2.73987 -5.01385
H 1.40496 -1.39153 -3.87899
H -0.47131 -3.32196 -4.80808
O -5.66144 3.65624 -3.86532
C -4.93595 2.74088 -4.15270
O -4.07861 2.76657 -5.19387
C -3.34820 1.50873 -5.18482
C -3.52816 1.05375 -3.67145
F -2.60141 1.60585 -2.89170
O -4.77019 1.60155 -3.40937
H -3.83847 0.81003 -5.87708
H -2.31696 1.70264 -5.48871
H -3.56133 0.01120 -3.48002
O 3.07182 -0.16648 -2.06306
C 4.00920 0.54534 -2.34523
O 4.28582 1.72016 -1.83087
C 5.38226 2.28368 -2.43335
C 5.96655 1.19362 -3.27453
F 7.10434 0.71567 -2.70815
O 5.02047 0.18777 -3.21861
H 5.21580 3.12656 -3.07672
H 6.03832 2.56957 -1.60409
H 6.20156 1.43213 -4.30948
O -3.40661 6.56127 1.10690
C -3.39540 5.76027 0.20644
O -2.76739 5.95633 -0.99383
C -2.98202 4.76829 -1.81985
C -3.46768 3.80146 -0.85022
F -2.38156 3.09176 -0.42287
O -4.00146 4.55202 0.23503
H -3.74847 4.95397 -2.56150
H -2.06660 4.44894 -2.32797
H -4.21234 3.11135 -1.16776
O -1.64368 -2.12949 1.44558
C -2.18345 -1.93878 2.49272
O -2.83842 -0.79145 2.86055
C -3.01205 -0.75497 4.36148
C -2.82398 -2.26018 4.68102
F -4.07149 -2.88163 4.70721
O -2.11142 -2.74694 3.56944
H -2.32064 -0.00157 4.73370
H -4.02661 -0.50669 4.54120
H -2.32111 -2.55596 5.59131
```

Computed properties:
SMILES string	O=[N+]([O-])c1ccccc1.O=[N+]([O-])c1ccccc1.O=[N+]([O-])c1ccccc1.O=[N+]([O-])c1ccccc1.O=[N+]([O-])c1ccccc1.O=[N+]([O-])c1ccccc1.O=C1OC[C@@H](F)O1.O=C1OC[C@@H](F)O1.O=C1OC[C@@H](F)O1.O=C1OC[C@@H](F)O1.O=C1OC[C@@H](F)O1.O=C1OC[C@@H](F)O1
E_HOMO	-9.6	eV
charge	0

[2]
Formula: C54H48N3O
Source: OMol25
Level of theory: ωB97M-V/def2-TZVPD

Structure (XYZ):
```
106
C54H48N3O | OMol25 | ωB97M-V/def2-TZVPD
C 0.57309 -5.55516 2.85517
C -0.17763 -4.35943 2.34172
C -0.76844 -3.46229 3.23599
C -1.41712 -2.30590 2.76887
C -2.24294 -1.44811 3.68309
C -1.29205 -1.98691 1.41651
N -1.81887 -0.74730 0.94202
C -1.44405 0.56013 1.22679
C -0.37883 1.09494 2.10396
C 0.76582 0.20090 2.62621
C 0.52202 -0.18981 3.95352
C 1.42209 -0.55230 1.59816
C 1.52620 -0.02753 0.29206
C 2.12955 -0.76255 -0.72156
C 2.67822 -2.01947 -0.44827
C 2.60588 -2.54160 0.84282
C 1.97900 -1.82546 1.85552
O -0.46063 2.27020 2.50574
N -2.40041 1.33645 0.68166
C -2.69391 2.73523 0.74481
C -1.80172 3.67865 0.20937
C -0.53821 3.28099 -0.47266
C -2.13214 5.03323 0.31349
C -3.34917 5.44504 0.85796
C -3.66335 6.90635 0.99241
C -4.26351 4.47422 1.27458
C -3.96615 3.11110 1.20779
C -4.99430 2.12355 1.64877
N -3.34354 0.57278 0.01107
C -3.02267 -0.66953 0.22956
C -3.86015 -1.80005 -0.16770
C -4.57786 -1.64845 -1.37440
C -5.34073 -2.70366 -1.87008
C -5.43670 -3.90241 -1.14867
C -4.80212 -4.02756 0.09287
C -4.04864 -2.97204 0.60152
C -0.82124 -2.91652 0.48318
C -0.84952 -2.66705 -0.99695
C -0.27705 -4.11160 0.97225
H 0.77161 -6.26274 2.04240
H 1.54126 -5.26395 3.29055
H 0.00161 -6.06726 3.63955
H -0.75829 -3.66611 4.31102
H -3.31404 -1.49618 3.43055
H -2.11811 -1.79420 4.71665
H -1.94229 -0.39549 3.63516
H 1.57056 0.39106 4.16485
H -0.23630 0.36128 4.51780
H 0.65538 -1.23621 4.24565
H 1.14015 0.97996 0.10477
H 2.16784 -0.35169 -1.73292
H 3.16461 -2.59448 -1.23752
H 3.05087 -3.51370 1.06999
H 1.89564 -2.23990 2.86309
H -0.17648 4.13023 -1.06388
H 0.24015 3.03231 0.25907
H -0.67713 2.43040 -1.15198
H -1.41670 5.77492 -0.04865
H -4.72556 7.05101 1.21227
H -3.08513 7.36676 1.80450
H -3.41827 7.44633 0.07084
H -5.23586 4.78087 1.66801
H -5.91261 2.67343 1.88393
H -5.22453 1.39619 0.86431
H -4.69733 1.57958 2.55541
H -4.49633 -0.70063 -1.90835
H -5.85900 -2.58953 -2.82349
H -6.01632 -4.73729 -1.54573
H -4.88958 -4.94934 0.67287
H -3.58845 -3.05010 1.58758
H -0.02383 -3.21208 -1.47533
H -1.78829 -3.02396 -1.44946
H -0.72809 -1.60350 -1.23778
H 0.13369 -4.83221 0.25971
C 2.78171 0.42594 4.31403
C 2.88317 -0.51378 5.51843
C 1.84670 -0.45338 6.47387
C 1.63264 -1.48997 7.37897
C 2.49761 -2.59123 7.38432
C 3.63356 -2.57182 6.57157
C 3.87200 -1.48857 5.71525
C 3.87010 0.14794 3.30329
C 4.63833 1.31610 3.07383
C 5.80166 1.31604 2.30288
C 6.23447 0.11564 1.73979
C 5.53986 -1.06505 2.02756
C 4.43107 -1.05643 2.88423
C 4.20421 2.34266 4.00926
C 3.13160 1.83388 4.77771
C 2.74001 2.53030 5.91708
C 3.41843 3.70322 6.27908
C 4.49728 4.18514 5.51798
C 4.89574 3.49557 4.37189
H 1.14775 0.38497 6.48138
H 0.78345 -1.43277 8.06160
H 2.29462 -3.44025 8.03729
H 4.34586 -3.39930 6.59585
H 4.82591 -1.43130 5.19122
H 6.34388 2.25115 2.17087
H 7.11928 0.08718 1.10180
H 5.87180 -2.01389 1.60257
H 4.02308 -2.00990 3.21774
H 1.92256 2.17149 6.53493
H 3.11277 4.23948 7.17831
H 5.02660 5.08595 5.82829
H 5.74670 3.81331 3.77020
```

Computed properties:
energy above the lowest of the compared OMol25 structures with the same formula, charge and spin	196.32	kJ/mol
E_HOMO	-9.6	eV
charge	+1

Q: Which value of E_HOMO does entry 1 give?
A: -9.6 eV

Q: Number 1 is which compound?
A: C54H48F6N6O30